No. 1
Density functional theory data (ωB97M-V with the def2-TZVPD basis set) for 2 unconnected molecules or ions with the total composition C3H5FN2O4 in a non-equilibrium geometry.

Each line ends with the Löwdin charge.
Cartesian coordinates (Å):
C 0.12 -0.08 1.12  -0.017
C 0.34 -0.02 -1.71  0.015
C -0.90 -0.03 0.06  -0.168
N -1.81 -1.13 0.01  -0.361
N -1.64 1.27 -0.16  -0.364
O -1.97 -1.80 1.01  0.116
O -2.37 -1.28 -1.07  0.093
O -2.82 1.28 -0.38  0.125
O -0.93 2.23 -0.13  0.082
F 1.11 -1.09 -1.48  -0.005
H 0.84 -0.78 0.96  0.059
H -0.20 -0.33 2.14  0.116
H 0.54 0.78 1.38  0.050
H -0.40 -0.18 -2.63  0.143
H 0.76 1.03 -1.69  0.116

The HOMO energy comes out at -10.743 eV. The frontier orbital gap comes out at 9.726 eV. The value obtained for the energy above the lowest of the compared OMol25 structures with the same formula, charge and spin is 197.21 kJ/mol. As for the net charge: 0.

***

No. 2
Density functional theory data (ωB97M-V with the def2-TZVPD basis set) for a gas-phase ion, C5H10N2O2PS (charge +1) in a non-equilibrium geometry.

Each line ends with the Löwdin charge.
Cartesian coordinates (Å):
C -1.58 -1.70 0.49  0.020
C -1.53 -0.54 -0.29  -0.060
C 0.45 -1.05 0.45  -0.005
C -0.25 -2.58 2.36  0.006
C 0.92 3.40 -0.69  -0.067
N -0.34 -1.92 1.12  -0.063
N -0.24 -0.18 -0.34  -0.127
O 1.60 -0.13 -1.93  -0.108
O 1.11 1.97 -0.68  -0.278
P 0.38 0.87 -1.54  0.294
S -1.02 1.34 -2.88  0.365
H -2.51 -2.06 0.93  0.143
H -2.21 -0.05 -1.01  0.086
H 1.44 -0.79 0.57  0.141
H 0.80 -2.85 2.59  0.131
H -0.76 -1.97 3.14  0.134
H -0.81 -3.44 2.27  0.080
H -0.02 3.70 -1.22  0.094
H 1.88 3.86 -0.97  0.111
H 0.57 3.80 0.19  0.055
H 2.12 0.29 -2.54  0.048

The HOMO energy comes out at -13.068 eV. As for the SMILES: CO[P@](O)(=S)[n+]1ccn(C)c1. The frontier orbital gap comes out at 9.324 eV. The value obtained for the energy above the lowest of the compared OMol25 structures with the same formula, charge and spin is 75.47 kJ/mol. As for the net charge: +1.